[1]
Below is a molecular structure, C43H39FeN6O3S2, with properties calculated with the ωB97M-V functional and the def2-TZVPD basis.

Structure (XYZ):
```
94
Properties=species:S:1:pos:R:3
Fe -1.21296 0.12949 0.58629
S -1.84471 2.75380 -1.55837
S -1.06432 -3.47920 3.14205
O -1.06326 -1.09326 -0.86149
O -0.56534 3.42499 -1.60162
O -3.01615 3.58925 -1.66177
N -1.98217 1.81495 -0.24576
N -0.57941 -1.34657 1.79615
N 0.90939 -0.04997 -1.41103
N 0.64885 0.71959 -0.28394
N 1.13275 1.94736 2.22377
N -1.82793 1.46266 1.89359
C -2.62542 2.79760 3.66044
C -4.21055 -0.24619 0.52831
C -0.88868 0.63736 -4.82554
C -1.95582 -0.24186 -4.96543
C 1.27207 2.58990 1.06429
C 1.32593 -2.65457 -4.68444
C 1.38589 1.76084 -0.16191
C -2.90083 -1.80293 1.76966
C -5.35135 -0.95715 0.87997
C 1.74229 -3.54949 3.51293
C -2.01434 -1.20309 -6.11950
C -2.94364 0.68498 -2.96447
C -0.85059 -2.83504 -2.97255
C 2.36684 2.20720 -1.20160
C -1.55049 -2.12933 2.18502
C 3.04955 -1.78112 2.45982
C 2.95306 -2.95270 3.23522
C -4.03719 -2.52428 2.12960
C -2.05078 1.63972 3.19350
C 1.33643 4.71417 2.15310
C 4.31319 0.08461 1.30856
C 0.12931 -1.87432 -2.74806
C 1.37985 3.97677 0.98488
C 0.66009 -1.79961 2.23729
C -0.83521 1.53356 -3.76850
C 4.42039 -1.16958 2.17796
C -2.97820 -0.20958 -4.01731
C 0.58795 -2.96221 3.00260
C -2.97402 3.78324 2.72872
C 5.29288 -2.19535 1.44199
C -2.95703 -0.66268 0.96245
C -2.78456 3.59008 1.37895
C -2.21931 2.36876 0.98148
C 1.21352 4.04819 3.36257
C -1.86729 1.55403 -2.84632
C 1.11264 2.66645 3.34124
C -5.27088 -2.09668 1.67623
C -0.74002 -3.70488 -4.04744
C -0.01756 -0.94557 -1.59496
C 1.21907 -1.78712 -3.60932
C 1.89282 -1.20921 1.96949
C 0.34732 -3.61626 -4.90499
C 5.08766 -0.78514 3.50519
H 0.00076 2.20783 -3.64598
H -6.16761 -2.64083 1.94126
H 1.87445 2.93774 -1.84890
H -1.73804 0.83429 3.84740
H 1.97057 -1.03122 -3.42633
H -4.30482 0.64592 -0.07903
H 5.31236 0.48469 1.12578
H -3.95833 -3.40700 2.75490
H -3.80775 -0.90160 -4.10361
H 3.85741 -0.13595 0.34025
H 1.90357 -0.30615 1.38701
H 4.48171 -0.05337 4.04312
H -2.44644 -2.15573 -5.81372
H 0.43351 -4.29460 -5.74466
H 1.01007 2.10814 4.26577
H -2.63197 -0.79855 -6.92472
H 2.17553 -2.58358 -5.35196
H 5.22597 -1.65169 4.15327
H -2.79559 2.93790 4.71772
H 5.43764 -3.10077 2.03284
H 1.69418 -4.45224 4.10729
H 1.45681 4.46027 0.02173
H -0.07711 0.60827 -5.54281
H 2.68360 1.36835 -1.81257
H -3.07513 4.32080 0.64035
H 3.22809 2.68425 -0.73429
H 1.19457 4.58339 4.30210
H 3.85313 -3.40886 3.62723
H -1.69492 -2.88392 -2.29823
H -3.73977 0.70538 -2.23268
H 3.72379 0.86327 1.79888
H -1.01962 -1.39518 -6.52021
H -3.41667 4.70959 3.07298
H -1.50434 -4.45310 -4.21643
H 4.83482 -2.48057 0.49319
H 6.27709 -1.76995 1.23431
H 6.07003 -0.34606 3.31823
H -6.31991 -0.61804 0.53227
H 1.39858 5.79423 2.12127
```

* gap between HOMO and LUMO (spin up / spin down): 8.00 / 7.99 eV
* HOMO energy (spin up / spin down): -7.974 / -7.965 eV
* strongest force on any atom: 0.144 eV/Å
* total charge: 0
* multiplicity: 2
* ΔE to the lowest compared entry with this formula, charge and spin: 9.6 kJ/mol
* expectation value of S²: 0.78
* LUMO energy (spin up / spin down): 0.0 / 0.0 eV


[2]
Below is a molecular structure, C50H43Br2CsN5P2S2, with properties calculated with the ωB97M-V functional and the def2-TZVPD basis.

Structure (XYZ):
```
105
Properties=species:S:1:pos:R:3
Cs -0.06305 0.09588 0.08741
Br -6.35142 3.95921 -1.98086
Br -4.03169 3.59502 5.50722
S 2.41180 -1.73128 -0.89483
S 1.03930 -1.88932 2.25640
P 5.31426 3.16035 2.38983
P 3.16159 0.84390 1.64380
N 0.94189 -1.75413 -1.95224
N -2.06515 1.21952 2.04612
N -2.51616 1.77886 -0.54582
N -0.26199 -2.28214 -1.44441
N 1.79838 0.23230 -2.80261
C 1.69370 -4.53525 2.02363
C 8.60968 5.06975 0.82213
C 3.17269 1.51350 5.75615
C 5.15506 -2.61934 2.67431
C 6.82029 5.41334 -0.73074
C 7.06511 0.93107 2.13759
C 0.63687 1.42221 -4.53940
C 6.44256 4.07647 1.25428
C 5.98100 4.64985 0.06925
C -1.72367 0.98040 3.30497
C -3.61371 2.86816 2.79436
C 5.16429 -0.77229 0.62249
C -0.38245 -3.61068 -1.71921
C 5.99286 -2.80953 1.58584
C 7.77069 4.30589 1.61854
C -3.92261 2.51933 -2.33014
C 7.91371 -0.03960 2.64311
C 8.13891 5.62639 -0.35900
C -3.23647 2.61037 4.10050
C 0.41016 -4.35367 -2.62312
C 6.78641 1.84068 4.33759
C 4.30226 2.24796 1.14532
C -2.28493 1.65152 4.38445
C 1.69685 -3.19507 1.31361
C 8.20839 -0.06515 4.00076
C 1.63061 2.07868 3.53736
C -1.66667 -5.65028 -1.32781
C 2.24112 -3.18597 0.06082
C -0.38249 0.45898 -4.51397
C 2.03000 2.28881 5.89519
C 0.83198 -0.70733 -2.80165
C 2.85729 -4.44562 -0.51401
C 7.65162 0.88073 4.84764
C -0.30840 -0.59953 -3.64798
C 0.16721 -5.69819 -2.85214
C 4.32988 -1.50545 2.74300
C -4.78410 3.07145 -1.40286
C -4.51850 2.97431 -0.04943
C -1.44021 -4.31210 -1.08751
C 3.55147 1.03746 4.50942
C -0.86516 -6.37354 -2.21343
C 1.68907 1.24288 -3.66430
C -3.35680 2.31291 0.33917
C -2.79388 1.87621 -1.83895
C 1.25861 2.57474 4.77823
C 4.34185 -0.55108 1.72858
C 2.78734 1.31503 3.37900
C 6.48092 1.87444 2.98017
C -2.99819 2.13405 1.78501
C 5.98785 -1.88426 0.55199
H 2.15322 -5.28072 -0.53473
H -4.11612 2.57715 -3.39112
H 5.11919 -3.35463 3.46907
H 3.63425 -1.41565 3.56447
H 1.12038 -5.26907 1.44938
H 0.61100 2.26901 -5.21122
H 1.25694 -4.43664 3.01313
H 2.71292 -4.92454 2.11948
H 6.84134 0.94394 1.07727
H -4.34882 3.63029 2.58394
H 5.13771 -0.09164 -0.22109
H 8.86649 -0.82838 4.39717
H 6.43950 5.83861 -1.65113
H 8.15782 3.86925 2.53137
H 0.80743 -6.23161 -3.54827
H -0.96311 0.21922 3.46039
H -1.06407 -1.36902 -3.59421
H 2.49903 1.96772 -3.63423
H 3.78003 1.28163 6.62318
H 6.32643 2.56616 4.99882
H 4.95659 4.49863 -0.24641
H 8.33415 -0.78464 1.97975
H 1.74099 2.66504 6.86885
H 4.92319 1.87375 0.32751
H 3.18415 -4.27152 -1.53711
H 6.59907 -2.04283 -0.32788
H 1.22668 -3.85793 -3.13255
H 9.63836 5.22524 1.12376
H -5.21162 3.38503 0.66899
H -2.05629 -3.76564 -0.38229
H -1.04171 -7.42630 -2.39458
H -2.47994 -6.14791 -0.80906
H 3.63811 2.99333 0.70016
H 6.62333 -3.68852 1.52802
H 7.87817 0.86419 5.90659
H 8.79491 6.21799 -0.98492
H -1.23116 0.54186 -5.18522
H -2.08360 1.41430 -2.51881
H 3.73244 -4.75969 0.06883
H -1.97709 1.43385 5.39660
H 0.36289 3.17737 4.87246
H 4.45481 0.45079 4.41833
H 1.01311 2.28925 2.66912
```

* gap between HOMO and LUMO: 4.62 eV
* HOMO energy: -3.252 eV
* strongest force on any atom: 0.630 eV/Å
* total charge: -1
* ΔE to the lowest compared entry with this formula, charge and spin: 107.0 kJ/mol
* LUMO energy: 1.4 eV


[3]
Below is C3H10N2O3S in the gas phase at a distorted geometry, with properties calculated with the ωB97M-V functional and the def2-TZVPD basis.

Structure (XYZ):
```
19
Properties=species:S:1:pos:R:3
S -1.80849 -0.01205 -0.03972
O -0.85419 -0.93738 -0.80248
O -3.16459 -0.89698 0.01367
O -1.34745 0.08994 1.30644
N 1.37037 -0.04658 -0.21798
N -2.08784 1.25545 -0.77688
C 1.15817 1.35528 0.12485
C 0.49624 -0.67372 -1.22611
C 1.75852 -0.76053 1.02523
H 1.02221 -0.81964 1.93150
H -3.38403 -0.96956 0.88040
H 1.91714 1.61718 0.97354
H 1.00408 -1.58449 -1.60035
H 0.41764 0.12248 -1.95697
H 1.85114 -1.89358 0.84489
H -2.51356 1.05264 -1.66954
H 0.15323 1.53502 0.52586
H 1.37395 1.91178 -0.83473
H 2.63745 -0.34526 1.49840
```

* gap between HOMO and LUMO: 9.61 eV
* HOMO energy: -8.947 eV
* strongest force on any atom: 5.245 eV/Å
* total charge: 0
* ΔE to the lowest compared entry with this formula, charge and spin: 207.3 kJ/mol
* LUMO energy: 0.7 eV


[4]
Below is a molecular structure, C32H39AsBN6PdS2, with properties calculated with the ωB97M-V functional and the def2-TZVPD basis.

Structure (XYZ):
```
82
Properties=species:S:1:pos:R:3
Pd -0.09050 -1.19291 -0.72346
As -1.48402 0.36406 0.19034
S 4.86959 -1.62189 -0.73291
S 0.25610 -3.48075 -1.19343
N 4.05134 0.11880 1.18506
N 2.75796 1.26415 -4.10345
N 1.27699 0.09932 -2.37603
N -1.07064 -3.69190 1.17719
N 3.06457 -1.82311 1.34764
N 1.08662 -3.42694 1.44445
C 3.21505 0.18313 2.28472
C -3.69184 -0.61703 -1.37137
C -5.97435 0.13720 -1.35296
C 3.96814 -1.13287 0.61422
C -1.81146 -0.46362 4.86114
C 1.96943 -0.90805 -3.19537
C -1.72060 0.08698 2.11944
C -1.28150 2.32819 0.17141
C 2.61946 -1.02116 2.37528
C 2.88529 -0.19634 -4.22605
C 1.35499 1.63811 -4.29872
C 0.09555 -3.44490 0.50568
C 0.45546 0.94673 -3.23547
C 2.28042 0.92937 -1.69970
C -2.98113 -0.42309 4.11663
C -3.35524 0.32350 -0.40259
C -0.54938 0.00683 2.86965
C -2.35161 -3.80747 0.53511
C 3.16657 1.65019 -2.74959
C 4.90016 1.18931 0.72599
C -0.59225 -0.24918 4.23177
C -0.50988 2.99297 1.12149
C -5.64724 1.08724 -0.39264
C -0.81484 -3.81025 2.53117
C -1.77255 3.06153 -0.90909
C -0.24908 4.35233 1.00527
C -0.74814 5.07131 -0.07094
C -4.34453 1.18118 0.07507
C 0.51602 -3.64423 2.68036
C -1.51142 4.42000 -1.02996
C -4.99507 -0.71351 -1.84540
C -2.93714 -0.14449 2.75440
B 2.63600 -3.33704 1.21065
H -0.54061 6.13058 -0.16418
H 3.93282 -0.45517 -4.05699
H -1.60034 -3.95328 3.25213
H 0.33006 -0.30747 4.79911
H 0.35116 4.84992 1.75778
H 5.49237 0.79943 -0.09889
H -2.43711 -3.01512 -0.21149
H 1.75588 1.63854 -1.05597
H -0.31030 0.31977 -3.69660
H -3.13434 -3.69627 1.28439
H 5.56141 1.52398 1.52693
H 1.28055 2.72715 -4.23444
H 1.06973 1.34528 -5.31271
H -2.91085 -1.26863 -1.74640
H 2.53948 -1.55478 -2.52977
H -6.99190 0.06544 -1.71867
H 4.30016 2.03390 0.37759
H -2.36487 2.56436 -1.66895
H 4.21607 1.37352 -2.62358
H -1.84780 -0.68007 5.92232
H -5.24444 -1.45018 -2.59954
H 1.11844 -3.68182 3.57323
H -6.40922 1.75703 -0.01230
H 0.40632 0.10708 2.36905
H 3.11857 1.07560 2.87976
H 3.15039 -3.96138 2.12054
H -3.85901 -0.12543 2.18778
H -3.93528 -0.60972 4.59561
H -0.10771 2.44636 1.96562
H 1.20586 -1.52055 -3.68113
H -2.45415 -4.76961 0.02964
H 3.08888 2.73810 -2.66818
H 2.88055 0.26925 -1.07669
H 2.63100 -0.47278 -5.25287
H 2.92704 -3.73488 0.12343
H -0.04833 1.67952 -2.60169
H -1.90301 4.96923 -1.87832
H 1.89124 -1.37356 3.08704
H -4.09003 1.93496 0.81241
```

* gap between HOMO and LUMO: 5.84 eV
* HOMO energy: -3.350 eV
* strongest force on any atom: 0.748 eV/Å
* total charge: -1
* ΔE to the lowest compared entry with this formula, charge and spin: 20.6 kJ/mol
* LUMO energy: 2.5 eV


[5]
Below is a molecular structure, C41H66AsN5O6PPtSSi2 at a distorted geometry, with properties calculated with the ωB97M-V functional and the def2-TZVPD basis.

Structure (XYZ):
```
124
Properties=species:S:1:pos:R:3
Pt 0.24725 0.01633 1.60203
As 3.68996 -1.01454 0.20034
S -1.35846 -6.33506 -2.40713
P -1.90325 3.16012 0.15235
Si -0.58882 -1.29731 3.21138
Si 1.40414 1.11259 3.21996
O -1.25687 2.31237 1.17789
O 2.84332 0.38626 0.00759
O 0.48096 -2.11082 -0.33797
O -1.26852 -0.72183 -0.11669
O -1.07032 -7.09334 -1.22648
O -2.10750 -6.90471 -3.49233
N -2.16185 -4.99059 -1.95510
N -2.25917 4.70253 0.74827
N 0.66753 1.64069 -1.49987
N -0.98705 3.42184 -1.20303
N -3.35109 2.57531 -0.42620
C 0.42878 0.98935 -2.68795
C -1.49220 -2.63705 -1.53181
C 2.88189 -2.38593 1.26309
C -4.23964 1.92202 0.56839
C 1.07176 2.97154 3.37243
C -0.09753 -3.12439 3.18805
C -1.31027 4.50085 -2.14054
C 2.64545 -5.02511 -4.15003
C 0.85581 0.42180 4.92098
C -1.66423 6.59990 1.97741
C 1.46662 -4.88919 -4.88294
C 0.02382 -0.74278 7.33548
C -0.02449 -0.66158 4.91010
C 1.02601 3.98393 -2.33254
C -0.01810 -0.46163 -5.06603
C 0.20459 -5.80480 -3.06652
C -0.68426 -1.74376 -0.58325
C -3.31292 1.74742 -1.65922
C -0.70736 0.71295 -4.81147
C 1.36217 -5.94973 -2.32129
C 5.41543 -0.68397 1.00600
C -2.47540 -1.25665 3.22395
C 2.57574 -5.55371 -2.86709
C 4.19044 -1.80455 -1.49040
C -4.55915 0.55726 -0.03153
C 1.11125 -0.20598 -2.94893
C 1.30884 0.90764 6.15341
C 3.28804 0.94850 3.35073
C -1.50132 -4.06282 -1.00575
C -0.49992 1.42888 -3.64063
C 0.25018 -5.27168 -4.34863
C -4.53199 0.84443 -1.52894
C -2.64930 5.81776 2.84392
C 0.44088 3.04011 -1.26110
C -1.07451 5.50003 1.11027
C -3.19359 4.73261 1.90121
C 0.04123 5.14338 -2.46021
C 0.88709 -0.91437 -4.11006
C 0.89945 0.34037 7.35042
C -0.42756 -1.23668 6.12119
C 3.96235 -4.60268 -4.74281
H 3.30846 -2.19667 -1.99636
H 3.48331 -5.66489 -2.28515
H 1.25990 0.73544 8.29409
H 5.28772 -0.47341 2.06438
H 0.05396 5.59709 -3.45221
H 2.02611 4.30548 -2.04422
H -2.11411 5.35209 3.67295
H 2.00132 1.74541 6.18356
H -3.22986 3.77006 2.41560
H -4.43300 -0.05342 -2.13966
H -0.90863 7.13126 2.55587
H 4.01029 -4.84828 -5.80403
H -1.43358 1.08031 -5.52787
H -2.86145 -1.78322 4.10273
H -1.10570 -2.08631 6.11758
H -0.81855 -3.71490 3.76229
H 1.41320 3.32353 4.35043
H -3.44419 6.43760 3.25831
H 1.10561 3.44405 -3.27582
H 3.66565 -3.01745 1.68382
H -1.08685 2.31339 -3.45163
H -1.00371 -2.61783 -2.51111
H -2.19596 7.31656 1.34653
H -0.58495 5.88143 0.21588
H -1.76234 4.10278 -3.05668
H -2.40679 1.13843 -1.69460
H 2.18759 -2.95769 0.65165
H -3.73848 1.82369 1.53157
H 6.05464 -1.55770 0.87614
H 1.50600 -4.47817 -5.88502
H -0.34666 4.91420 1.68626
H -2.02635 5.18941 -1.69260
H 3.65796 1.52907 4.20103
H 4.64897 -1.02782 -2.10173
H -4.19834 4.96721 1.54269
H 1.79375 -0.56955 -2.19329
H 1.58655 3.55752 2.60359
H -2.54221 -4.53320 -2.77489
H 3.54908 -0.10022 3.51966
H 4.90333 -2.61111 -1.31709
H 5.86460 0.18241 0.52265
H 4.10333 -3.52277 -4.64959
H 1.41891 -1.84264 -4.26640
H 0.90543 3.22872 -0.29024
H -5.43867 1.37642 -1.83329
H -0.66093 -5.17744 -4.92567
H -3.35554 2.38352 -2.54565
H -5.51062 0.16034 0.32503
H 4.79571 -5.09167 -4.23904
H 1.30342 -6.37093 -1.32697
H 1.33010 1.18185 -0.87890
H 0.88917 -3.25881 3.63652
H -2.50740 -2.24732 -1.63592
H 3.78986 1.29485 2.44477
H -0.18611 -1.01682 -5.98028
H 0.00059 3.15562 3.28020
H -0.46989 -4.37385 -0.83813
H -5.14670 2.52151 0.70083
H 2.30535 -1.87864 2.03849
H -2.88579 -1.73628 2.33073
H -2.83258 -0.22557 3.24459
H 0.27195 5.92526 -1.73540
H -0.06478 -3.52658 2.17172
H -3.75655 -0.13857 0.21656
H -2.01898 -4.12255 -0.04785
H -0.29990 -1.19575 8.26617
```

* gap between HOMO and LUMO: 6.57 eV
* HOMO energy: -4.316 eV
* strongest force on any atom: 1.005 eV/Å
* total charge: -1
* ΔE to the lowest compared entry with this formula, charge and spin: 33.7 kJ/mol
* LUMO energy: 2.3 eV